[1]
Formula: C4H6NOS
Source: OMol25
Level of theory: the ωB97M-V functional and the def2-TZVPD basis

Results
2S+1 = 3
LUMO (alpha / beta) = -4.8 / -6.7 eV
total charge = +1
HOMO (alpha / beta) = -11.55 / -14.01 eV

Last column: natural (NBO) charge in e.
Cartesian coordinates (Å):
C (0.862498, -0.079267, -0.980347)  -0.372
C (-0.337116, 0.701391, -0.686486)  0.136
C (1.346019, -1.100156, -0.155256)  0.314
C (-1.117512, 0.098812, 1.614130)  0.031
N (-1.130284, 0.611443, 0.353522)  -0.531
O (2.594651, -1.443862, -0.425153)  -0.603
S (-2.293883, -0.668924, 2.369310)  0.159
H (1.333786, 0.310032, -1.841454)  0.256
H (-0.475402, 1.375901, -1.548867)  0.252
H (0.821816, -1.550802, 0.643463)  0.200
H (-1.891608, 1.212760, 0.309732)  0.421
H (2.979161, -2.272276, 0.034422)  0.529
H (-3.588142, -0.725132, 1.671683)  0.209

Forces on atoms 1 to 2 (eV/Å):
-2.6 0.2 2.9
3.5 -2.1 -2.0

[2]
Formula: C6H14O
Source: OMol25
Level of theory: the ωB97M-V functional and the def2-TZVPD basis

Results
SMILES = CCCCCOC
LUMO = 1.1 eV
HOMO = -9.80 eV

Last column: natural (NBO) charge in e.
Cartesian coordinates (Å):
C (-3.443594, -0.117970, -0.522843)  -0.602
C (-2.270962, -0.319954, 0.431680)  -0.390
C (-0.928399, -0.107200, -0.259196)  -0.390
C (0.275718, -0.286774, 0.674979)  -0.414
C (1.560280, -0.047421, -0.089811)  -0.050
O (2.649386, 0.135802, 0.786363)  -0.539
C (3.803302, 0.557605, 0.104910)  -0.245
H (-4.406760, -0.269288, -0.024766)  0.210
H (-3.383569, -0.818262, -1.364488)  0.201
H (-3.434880, 0.897232, -0.937323)  0.201
H (-2.356987, 0.370546, 1.282247)  0.195
H (-2.297635, -1.331697, 0.854175)  0.195
H (-0.844421, -0.801263, -1.109592)  0.193
H (-0.926398, 0.901257, -0.707868)  0.193
H (0.293568, -1.292634, 1.122976)  0.203
H (0.235814, 0.466366, 1.474672)  0.208
H (1.748649, -0.884459, -0.791070)  0.160
H (1.404964, 0.885894, -0.683017)  0.153
H (4.218385, -0.251549, -0.519125)  0.164
H (4.546682, 0.900167, 0.832035)  0.193
H (3.556866, 1.413603, -0.554937)  0.161

Forces on atoms 1 to 2 (eV/Å):
-0.1 0.0 0.0
0.0 -0.1 0.1

[3]
Formula: C36H45N5O5Ti
Source: OMol25
Level of theory: the ωB97M-V functional and the def2-TZVPD basis

Results
2S+1 = 3
LUMO (alpha / beta) = 4.7 / 4.7 eV
total charge = -2
HOMO (alpha / beta) = -0.01 / -1.27 eV

Last column: Löwdin charge in e.
Cartesian coordinates (Å):
Ti (-0.467791, -0.220239, 0.632798)  1.047
C (4.829079, -4.920476, -1.791875)  -0.085
C (3.961236, -3.842646, -1.187824)  -0.329
C (4.019972, -2.540405, -1.642205)  -0.045
C (3.228052, -1.489840, -1.101416)  -0.153
C (3.397496, -0.212873, -1.633140)  -0.083
N (2.869940, 0.954550, -1.163738)  0.006
C (2.879163, 2.124070, -2.007269)  -0.199
C (1.705440, 2.211923, -3.010290)  -0.152
C (0.779086, 3.373436, -2.666333)  -0.220
N (0.320308, 3.207709, -1.318893)  -0.008
C (0.172841, 4.203468, -0.409911)  -0.074
C (-0.052352, 4.003868, 0.958042)  -0.139
C (-0.387351, 5.103056, 1.789197)  -0.035
C (-0.651083, 4.966591, 3.142437)  -0.322
C (-1.008214, 6.157705, 3.999587)  -0.086
C (-0.578409, 3.702525, 3.706151)  -0.037
C (-0.232317, 2.569814, 2.939311)  -0.150
C (-0.121541, 1.300401, 3.613111)  -0.116
N (0.127723, 0.156094, 3.102099)  0.039
C (0.332729, -0.919917, 4.062962)  -0.219
C (-0.720764, -2.037168, 3.973084)  -0.171
C (-0.130405, -3.261049, 3.274106)  -0.247
N (0.627193, -2.788091, 2.146351)  0.020
C (1.422991, -3.554969, 1.532260)  -0.125
C (2.263064, -3.145111, 0.428882)  -0.147
C (3.095329, -4.129166, -0.143549)  -0.054
C (2.264233, -1.799023, -0.042149)  -0.287
O (1.505228, -0.876140, 0.437878)  -0.162
C (0.046937, 2.681447, 1.560477)  -0.291
O (0.415945, 1.668301, 0.858387)  -0.183
H (5.531371, -4.490993, -2.508833)  0.059
H (4.231001, -5.671696, -2.315997)  0.065
H (5.406251, -5.440282, -1.021970)  0.063
H (4.700434, -2.284301, -2.451104)  0.097
H (4.089729, -0.092162, -2.462873)  0.105
H (2.088373, 0.831094, -0.525142)  0.091
H (3.833927, 2.140760, -2.543067)  0.102
H (2.853011, 3.001025, -1.354803)  0.111
H (1.124226, 1.290457, -2.949270)  0.101
H (2.062019, 2.306722, -4.039808)  0.101
H (-0.054879, 3.394225, -3.384192)  0.103
H (1.314318, 4.327803, -2.752770)  0.109
H (0.231209, 2.258858, -0.958042)  0.087
H (0.188772, 5.216874, -0.802175)  0.104
H (-0.470467, 6.083138, 1.324744)  0.097
H (-1.225291, 7.033653, 3.384939)  0.059
H (-0.190451, 6.420500, 4.678127)  0.064
H (-1.886870, 5.943925, 4.612768)  0.065
H (-0.796409, 3.569807, 4.762755)  0.102
H (-0.224965, 1.373582, 4.706817)  0.116
H (0.350480, -0.511222, 5.085326)  0.096
H (1.317319, -1.348879, 3.858249)  0.110
H (-1.557263, -1.647451, 3.397050)  0.074
H (-1.083415, -2.305587, 4.969563)  0.101
H (-0.927544, -3.944536, 2.954562)  0.102
H (0.510677, -3.823242, 3.975478)  0.106
H (1.533415, -4.614766, 1.836369)  0.116
H (3.054623, -5.139732, 0.256481)  0.094
C (-3.579060, -2.548487, 1.699442)  -0.054
C (-2.681056, -2.337985, 0.469724)  -0.491
C (-3.491853, -1.679615, -0.653354)  -0.033
O (-1.551719, -1.603461, 0.792599)  -0.293
H (-4.522700, -3.017490, 1.409355)  0.066
H (-3.776977, -1.580720, 2.161976)  0.060
H (-3.087248, -3.184903, 2.437564)  0.056
H (-2.364363, -3.335229, 0.115044)  0.132
H (-3.715785, -0.650681, -0.363742)  0.079
H (-4.423586, -2.225110, -0.821908)  0.070
H (-2.917322, -1.657139, -1.578072)  0.065
O (-3.073666, 0.426536, 2.963144)  -0.055
C (-2.925544, 1.159367, 1.981759)  -0.530
O (-2.135614, 1.051556, 0.994023)  -0.155
H (-3.560952, 2.081360, 1.938970)  0.124
C (-2.522679, 1.797071, -2.288855)  -0.058
C (-1.858079, 0.688029, -3.069072)  -0.230
C (-2.114503, 0.541333, -4.419428)  -0.107
C (-1.630371, -0.541262, -5.146631)  -0.148
C (-0.939589, -1.527306, -4.450627)  -0.103
C (-0.655458, -1.422488, -3.100895)  -0.221
C (-0.003839, -2.575943, -2.383543)  -0.036
C (-1.004543, -0.235066, -2.368776)  -0.327
N (-0.572706, 0.027216, -1.132560)  -0.046
H (-2.525876, 2.735738, -2.851291)  0.064
H (-2.026502, 1.939498, -1.332675)  0.043
H (-3.564963, 1.535495, -2.077582)  0.075
H (-2.728407, 1.288603, -4.918093)  0.093
H (-1.819271, -0.634552, -6.210152)  0.069
H (-0.624223, -2.426026, -4.976598)  0.095
H (-0.455256, -3.523200, -2.692533)  0.075
H (-0.131252, -2.455647, -1.309598)  0.055
H (1.067600, -2.634914, -2.589329)  0.077

Forces on atoms 1 to 2 (eV/Å):
1.1 1.5 -1.6
-0.1 0.1 0.0

[4]
Formula: C3H3BrO
Source: OMol25
Level of theory: the ωB97M-V functional and the def2-TZVPD basis

Results
LUMO = 0.1 eV
HOMO = -9.88 eV

Last column: natural (NBO) charge in e.
Cartesian coordinates (Å):
C (-2.141704, 0.606489, 0.312612)  -0.380
C (-0.985081, 0.606687, 0.012041)  -0.153
C (1.038705, -0.029168, -0.392246)  0.176
O (1.056535, -1.346496, -0.543133)  -0.652
Br (2.010536, 0.706691, 1.089761)  0.066
H (-3.158261, 0.762623, 0.539864)  0.227
H (1.208043, 0.513825, -1.313957)  0.214
H (0.971227, -1.820649, 0.295058)  0.503

Forces on atoms 1 to 2 (eV/Å):
-0.8 0.3 0.1
4.6 -1.5 -1.0

[5]
Formula: C10H16NO3
Source: OMol25
Level of theory: the ωB97M-V functional and the def2-TZVPD basis

Results
2S+1 = 2
LUMO (alpha / beta) = 0.4 / -0.7 eV
HOMO (alpha / beta) = -8.46 / -9.93 eV

Last column: natural (NBO) charge in e.
Cartesian coordinates (Å):
N (-0.243067, -0.350819, 0.997325)  0.747
O (-0.374746, 0.112292, 2.121131)  -0.331
O (1.095649, -0.709060, 0.741599)  -0.501
O (-1.073997, -0.546567, 0.107062)  -0.369
C (1.433176, -1.501008, -1.408943)  -0.656
C (2.236309, -1.038219, -0.214897)  0.249
C (2.968309, 0.197319, -0.139351)  -0.043
C (4.189638, 0.387416, 0.648065)  -0.488
C (4.752316, -0.989712, 1.102225)  -0.205
C (4.637660, -1.952235, -0.112688)  -0.407
C (3.183787, -2.177241, 0.360058)  -0.244
C (3.635982, -1.846240, 1.785986)  -0.013
C (4.238571, -3.063814, 2.487057)  -0.602
C (2.640998, -1.179805, 2.691068)  -0.659
H (1.683273, -2.545038, -1.629473)  0.218
H (0.306898, -1.412340, -1.362662)  0.263
H (1.762011, -0.954997, -2.300003)  0.217
H (2.460242, 1.083236, -0.536618)  0.194
H (4.993880, 0.919911, 0.099622)  0.234
H (3.958719, 1.002909, 1.530026)  0.237
H (5.719644, -0.982581, 1.637241)  0.211
H (4.837586, -1.547058, -1.122939)  0.209
H (5.283648, -2.809845, 0.045052)  0.220
H (2.809575, -3.181239, 0.199534)  0.215
H (3.434373, -3.772951, 2.701617)  0.210
H (4.976530, -3.577697, 1.875613)  0.201
H (4.694489, -2.767824, 3.430264)  0.215
H (1.991964, -1.979387, 3.064352)  0.207
H (3.122280, -0.695430, 3.552991)  0.203
H (1.972253, -0.504891, 2.151119)  0.269

Forces on atoms 1 to 2 (eV/Å):
-0.3 -0.3 -1.2
-0.1 -0.8 -2.3

Values of electronic energy, in order: -683.74055; -312.22672; -2898.40357; -2765.19541; -670.82420, all in Eh.
Values of energy relative to the best compared isomer or geometry (same formula, charge and spin), in order: 144.8; 74.3; 124.4; 359.9; 509.2, all in kJ/mol.